The molecule C7H10 at a distorted geometry. Source: the OMol25 dataset; level of theory: wB97M-V/def2-TZVPD.

Atoms and positions in Å:
C  -2.61103  -0.07267  -0.31811
C  -1.25142  0.16538  0.20833
C  -0.25779  -1.24024  0.51277
C  0.94968  -0.77732  -0.42716
C  2.28107  -0.18701  -0.35089
C  1.16142  0.61500  0.44613
C  -0.09290  1.31543  0.09298
H  -3.10460  0.87328  -0.31705
H  -3.19778  -1.11231  -0.59169
H  -1.10445  -2.05380  0.20755
H  -0.02177  -1.14439  1.72408
H  0.37631  -0.32490  -1.44205
H  3.14494  -0.40454  0.35939
H  2.98502  0.13064  -1.21880
H  1.33054  0.49165  1.56104
H  -0.17276  1.49507  -1.05030
H  -0.41446  2.23073  0.60377

- Max |F|: 4.941 eV Å⁻¹
- Frontier orbital gap: 0.3468 Eh
- E_HOMO: -8.48 eV
- E: -7413.4994 eV
- 2S+1: 1
- Structure (SMILES): C=C1C[C@@H]2C[C@H]2C1
- LUMO: 0.96 eV